No. 1
Molecular formula: C6H9F2NO
Method: DFT, the ωB97M-V functional and the def2-TZVPD basis

Last column: Mulliken charge in e.
Element x y z (Å)
C: 1.811 -1.970 -0.109  -0.130
C: 0.676 1.662 0.005  -0.410
C: -0.293 0.789 0.888  -0.924
C: 1.072 -1.080 0.736  -0.116
C: 2.011 1.037 -0.096  0.434
C: -0.920 -0.983 -0.664  -1.110
N: -0.185 -0.586 0.515  0.091
O: 2.861 -2.486 0.216  -0.531
F: 2.552 0.883 -1.314  -0.300
F: 2.959 1.416 0.774  -0.301
H: 1.392 -2.140 -1.119  0.345
H: 0.256 1.755 -0.997  0.328
H: 0.730 2.642 0.481  0.382
H: 0.015 0.895 1.930  0.357
H: -1.317 1.143 0.778  0.399
H: 1.476 -0.896 1.721  0.400
H: -1.957 -0.662 -0.552  0.280
H: -0.517 -0.547 -1.586  0.415
H: -0.902 -2.068 -0.744  0.389

The total energy is -15337.672 eV. Its energy above the lowest of the compared OMol25 structures with the same formula, charge and spin is 52.45 kcal/mol.

No. 2
Molecular formula: C6H9F2NO2
Method: DFT, the ωB97M-V functional and the def2-TZVPD basis

Last column: Mulliken charge in e.
Element x y z (Å)
C: 0.152 -2.020 1.081  0.270
C: 1.101 0.345 1.110  -0.979
C: 0.533 1.541 0.318  -0.422
C: -0.107 -0.547 1.340  0.330
C: -0.891 1.122 0.008  -0.498
C: -0.357 0.572 -2.441  -0.058
N: -1.251 -0.049 0.559  -0.135
O: 0.130 -2.587 -0.125  -0.475
O: 0.212 -2.674 2.083  -0.538
F: -1.501 0.112 -3.004  -0.243
F: 0.589 -0.462 -2.318  -0.291
H: 1.804 -0.017 0.474  0.392
H: 1.443 0.541 2.023  0.458
H: 0.494 2.422 0.936  0.300
H: 1.033 1.760 -0.533  0.326
H: -0.519 -0.500 2.484  0.231
H: -1.639 1.823 -0.501  0.391
H: 0.232 1.399 -2.852  0.258
H: 0.428 -2.005 -0.843  0.365
H: -1.886 -0.775 0.201  0.319

The total energy is -17383.914 eV. Its energy above the lowest of the compared OMol25 structures with the same formula, charge and spin is 117.50 kcal/mol.

No. 3
Molecular formula: C6H9F2NO5S2Sm
Method: DFT, the ωB97M-V functional and the def2-TZVPD basis

Last column: Mulliken charge in e.
Element x y z (Å)
N: -1.174 -2.343 2.247  -0.191
S: -1.426 -3.824 2.624  0.684
O: -1.958 -3.922 3.983  -0.324
S: 0.273 -2.094 1.364  0.467
O: 0.699 -0.781 2.031  -0.542
C: -0.593 -1.535 -0.258  0.750
F: -0.896 -2.707 -0.844  -0.244
F: -1.755 -0.953 0.060  -0.281
O: 2.308 -1.062 -0.604  -0.582
C: 1.608 -1.186 -1.780  -0.570
C: 0.213 -0.614 -1.614  -0.331
O: 0.345 0.652 -1.085  -0.220
C: -0.579 1.701 -1.414  -0.463
C: -0.864 2.510 -0.172  -0.487
O: 0.343 3.054 0.356  -0.224
C: 0.870 2.473 1.440  -0.936
Sm: 2.074 0.403 0.721  1.667
H: 1.482 -2.248 -2.078  0.403
H: 2.067 -0.655 -2.636  0.361
H: -0.448 -0.667 -2.489  0.570
H: -1.518 1.274 -1.784  0.395
H: -0.105 2.314 -2.190  0.363
H: -1.352 1.888 0.591  0.346
H: -1.518 3.349 -0.437  0.365
H: 1.724 3.018 1.848  0.529
H: 0.180 1.955 2.119  0.495

The total energy is -63083.944 eV. Its expectation value of S² is 12.013. The spin multiplicity is 7. As for the total charge: +2.

No. 4
Molecular formula: C6H9F3I2NO2
Method: DFT, the ωB97M-V functional and the def2-TZVPD basis

Last column: Mulliken charge in e.
Element x y z (Å)
C: -1.587 1.894 -0.065  -1.131
C: -0.548 1.413 -1.202  -0.316
C: -0.486 -0.233 -1.331  -0.806
N: 0.766 -0.856 -0.817  -0.011
C: 0.834 -0.994 0.636  -0.425
I: 1.615 -3.058 0.997  0.033
O: -0.419 -0.932 1.348  -0.226
C: -1.121 -2.171 1.351  0.143
O: -1.571 -2.562 2.463  -0.534
C: 1.868 -0.010 1.394  1.025
F: 1.414 0.255 2.728  -0.270
F: 2.208 1.156 0.695  -0.186
F: 3.108 -0.717 1.580  -0.292
H: -1.664 1.215 0.845  0.229
H: -1.241 2.948 0.266  0.278
H: -2.624 2.065 -0.548  0.302
H: -0.956 1.816 -2.204  0.420
H: 0.518 1.895 -1.115  0.280
H: -0.479 -0.415 -2.472  0.493
H: -1.451 -0.730 -0.963  0.156
H: 1.612 -0.415 -1.230  0.110
H: -1.363 -2.801 0.432  0.462
I: 1.567 1.237 -2.789  -0.734

The total energy is -36305.248 eV. As for the total charge: -1.

No. 5
Molecular formula: C6H9F3N2S
Method: DFT, the ωB97M-V functional and the def2-TZVPD basis

Last column: Mulliken charge in e.
Element x y z (Å)
C: -0.991 -0.152 -1.134  -0.249
C: 0.992 -1.023 0.281  0.683
C: 1.751 -2.311 0.614  -1.222
C: -0.811 -1.600 -1.402  -0.555
C: 0.781 2.982 0.983  -0.661
C: -2.169 0.474 -0.271  0.837
N: 0.057 -0.883 -0.526  0.099
N: 0.870 1.540 0.795  0.150
F: -1.844 0.604 1.018  -0.220
F: -2.339 1.672 -0.825  -0.244
F: -3.301 -0.174 -0.499  -0.213
S: 1.741 0.461 1.268  0.345
H: 1.200 -2.894 1.318  0.370
H: 1.701 -2.887 -0.320  0.350
H: 2.752 -2.181 1.000  0.520
H: -0.735 0.530 -1.938  0.351
H: -0.153 -1.816 -2.310  0.329
H: -1.585 -2.338 -1.148  0.323
H: 1.191 3.411 0.086  0.359
H: -0.314 3.217 1.011  0.312
H: 1.207 3.368 2.000  0.338

The total energy is -28313.288 eV. As for the total charge: +2. Its energy above the lowest of the compared OMol25 structures with the same formula, charge and spin is 63.17 kcal/mol.

No. 6
Molecular formula: C6H9FN2
Method: DFT, the ωB97M-V functional and the def2-TZVPD basis

Last column: Mulliken charge in e.
Element x y z (Å)
C: -2.057 0.333 0.249  -0.621
C: -0.911 1.322 0.339  -0.552
C: -1.727 -0.733 -0.738  -0.150
C: 2.528 0.076 0.340  -0.040
C: -0.844 -1.668 -0.503  -0.199
C: 1.203 0.642 -0.134  0.005
N: 3.386 -0.628 -0.301  -0.605
N: 0.275 0.769 0.753  -0.401
F: -0.264 -1.993 0.646  -0.230
H: -2.919 0.822 0.016  0.406
H: -2.136 -0.168 1.308  0.254
H: -1.113 2.080 1.189  0.310
H: -0.868 1.929 -0.542  0.442
H: -1.997 -0.382 -1.809  0.229
H: 2.527 0.006 1.483  0.317
H: -0.556 -2.495 -1.276  0.281
H: 1.220 0.952 -1.232  0.289
H: 4.253 -0.863 0.210  0.265

Its structure (SMILES) is [H]/N=C/C=N/CC/C=C\F. The total energy is -12062.444 eV. Its energy above the lowest of the compared OMol25 structures with the same formula, charge and spin is 52.89 kcal/mol.